Entry from the Open Molecules 2025 dataset: 9 unconnected molecules or ions with the total composition C60H108F6N11O12S6 in a non-equilibrium geometry (wB97M-V/def2-TZVPD).

Structure (XYZ):
```
203
Properties=species:S:1:pos:R:3:forces:R:3
C -2.483073 2.347689 2.440574 -2.093 -0.695 -0.133
N -1.621377 3.254758 3.152189 -0.812 -1.040 0.653
C -0.568174 3.664587 2.482595 2.759 2.758 1.223
C 0.415941 4.424672 3.186648 -1.321 -0.272 0.210
C 0.247834 4.744116 4.576124 -0.190 -0.731 -2.058
C -0.907144 4.264211 5.200229 -1.241 -0.865 -1.140
C -1.847860 3.487750 4.450301 1.681 1.710 1.051
C 1.240481 5.581339 5.300822 -0.775 -1.027 1.144
C 1.493158 5.219293 6.641249 1.544 1.080 0.417
C 2.362516 6.015678 7.401374 -1.342 1.042 -0.556
N 2.799413 7.217479 6.914258 -0.045 -0.467 -1.369
C 2.538081 7.573470 5.620817 0.092 -1.088 1.096
C 1.779535 6.720692 4.778176 1.025 1.743 0.438
C 3.488790 8.187057 7.856928 -1.040 -0.822 0.104
H -2.267549 1.306959 2.682503 0.887 0.090 -0.704
H -2.506894 2.664900 1.398029 0.156 -0.736 0.001
H -3.508232 2.343878 2.810886 -0.123 0.936 0.113
H -0.553534 3.561371 1.407636 0.263 -0.323 -0.014
H 1.244069 4.836815 2.629224 0.201 0.047 -0.212
H -1.139142 4.542688 6.217588 -0.121 -0.144 0.080
H -2.800525 3.134398 4.816307 0.127 -0.015 0.299
H 1.048664 4.350533 7.103924 0.050 -0.015 -0.016
H 2.506415 5.948034 8.469612 0.174 -0.673 0.013
H 2.948464 8.540986 5.372000 -0.160 -0.021 -0.627
H 1.589960 7.071918 3.774623 -0.009 -0.031 -0.185
H 2.824246 8.144719 8.719877 0.133 0.624 0.103
H 3.494686 9.171817 7.389675 0.208 -0.195 0.200
H 4.455171 7.817862 8.200300 0.082 0.059 -0.561
C -1.308271 -3.855311 3.617712 0.772 0.486 0.434
N -1.022181 -5.247825 3.241689 -0.171 -1.199 0.372
C 0.247586 -5.712680 3.401392 0.258 -0.004 0.696
C 0.588523 -7.031814 3.305927 -2.407 -2.388 -0.891
C -0.466904 -7.970366 2.942181 -0.412 2.859 -0.729
C -1.745691 -7.423521 2.628934 0.721 -0.732 1.536
C -2.026847 -6.111933 2.946543 0.971 0.800 -0.227
C -0.239291 -9.387660 2.717976 1.720 -3.075 -0.452
C 0.128870 -10.312479 3.721582 -0.455 0.651 -0.317
C 0.492637 -11.619423 3.417490 -0.950 1.375 -1.240
N 0.450568 -12.049788 2.112316 -0.481 1.855 1.220
C 0.080383 -11.222645 1.083566 1.191 -0.651 2.072
C -0.183130 -9.916376 1.403315 -1.237 1.544 0.047
C 0.814505 -13.399242 1.885096 0.585 -2.569 -0.237
H -0.464310 -3.267864 3.256127 -0.322 0.102 -0.188
H -1.283509 -3.773857 4.704385 -0.215 -0.137 0.041
H -2.255534 -3.464518 3.246151 0.170 -0.403 -0.205
H 1.006698 -5.059319 3.805427 -0.186 0.607 -0.361
H 1.563283 -7.468680 3.465261 0.240 0.569 0.225
H -2.584132 -8.075733 2.433902 0.006 -0.100 -0.259
H -3.019074 -5.689448 3.004788 -0.115 -0.103 -0.318
H 0.057233 -10.030300 4.761606 0.257 -0.021 0.135
H 0.740894 -12.243926 4.262917 0.193 -0.716 -0.508
H 0.181322 -11.654828 0.098963 -0.350 0.152 -0.101
H -0.485198 -9.232055 0.624307 0.182 -0.130 -0.380
H 1.874641 -13.545623 2.091900 0.069 0.111 -0.167
H 0.585271 -13.760848 0.882709 0.034 0.385 -0.004
H 0.284492 -14.056375 2.574552 -0.122 0.111 0.023
C -2.589212 -2.237423 -3.604638 0.765 -0.189 0.441
C -1.151547 -2.850985 -3.692193 -0.748 -0.878 0.946
C -0.676792 -3.539626 -2.364740 -0.475 1.051 -1.762
N 0.731450 -4.120452 -2.461926 0.428 2.043 0.679
C 0.855788 -4.874556 -1.137114 1.554 -2.149 -1.264
C 2.242698 -5.515074 -1.095277 0.297 1.143 0.961
C 3.283888 -4.397434 -0.917070 1.186 -0.071 -1.536
C 3.246958 -3.379670 -2.108580 -1.768 -0.998 -0.592
C 1.761829 -2.923615 -2.386865 1.198 -1.100 1.378
C 1.040428 -4.940738 -3.702841 -0.406 -1.068 0.701
H -3.375584 -2.981322 -3.732408 0.130 -0.049 -0.255
H -2.686207 -1.447726 -4.349676 -0.128 -0.212 -0.102
H -2.784294 -1.774852 -2.637128 0.255 0.072 0.188
H -0.446779 -2.077983 -3.998572 0.071 -0.208 -0.056
H -1.205589 -3.682173 -4.395271 0.181 0.470 -0.533
H -1.361511 -4.351946 -2.121013 0.111 -0.072 -0.002
H -0.690666 -2.792354 -1.571341 0.314 -0.261 0.173
H 0.676179 -4.251057 -0.261269 -0.154 0.379 -0.493
H 0.229915 -5.766951 -1.134670 -0.954 0.561 -0.312
H 2.266423 -6.218574 -0.263029 0.074 0.121 0.248
H 2.431689 -6.148077 -1.962272 0.021 0.260 -0.094
H 3.238321 -3.874806 0.038384 -0.393 -0.068 0.054
H 4.272385 -4.853754 -0.969400 0.120 0.031 0.256
H 3.857843 -2.487226 -1.972649 -0.175 0.001 0.291
H 3.587002 -3.818721 -3.046499 0.475 -0.339 0.220
H 1.555209 -2.436009 -1.434156 -0.915 0.759 -0.616
H 1.728570 -2.352173 -3.314466 -0.482 0.117 0.369
H 0.534944 -5.887562 -3.512796 0.091 -0.163 -0.356
H 2.108511 -5.127697 -3.813958 -0.160 0.140 0.405
H 0.712949 -4.572309 -4.675009 -0.335 0.669 0.565
C -6.053845 0.410257 1.080612 0.036 0.517 -0.471
C -5.508043 0.138497 -0.355209 -0.615 0.302 0.363
C -6.252420 0.971186 -1.441953 0.748 -0.042 -0.392
N -5.738032 0.799842 -2.912229 0.353 0.486 0.961
C -6.049570 -0.598730 -3.451781 1.276 1.371 -0.965
C -5.705529 -0.622987 -4.963571 -0.748 -0.300 -0.989
C -6.463761 0.447172 -5.803711 -0.690 -1.906 0.594
C -6.118521 1.785706 -5.270049 -0.172 1.157 0.545
C -6.514665 1.857272 -3.768621 1.164 -0.264 -0.944
C -4.192826 1.012212 -2.927583 -0.511 -0.400 -0.533
H -7.130229 0.577245 1.120652 -0.070 -0.460 -0.059
H -5.645780 1.333002 1.493080 0.197 0.129 -0.139
H -5.753834 -0.385315 1.762638 -0.216 -0.076 -0.132
H -5.591434 -0.934220 -0.529629 -0.153 0.003 -0.295
H -4.442163 0.357633 -0.292065 0.027 0.119 -0.471
H -6.171644 2.043462 -1.263663 0.333 0.003 0.191
H -7.329687 0.811253 -1.486924 0.053 -0.513 0.075
H -7.108273 -0.786247 -3.272674 0.050 -0.003 -0.106
H -5.425608 -1.308749 -2.908962 -0.182 0.047 0.116
H -5.957726 -1.642002 -5.257012 -0.206 0.013 -0.336
H -4.686716 -0.489504 -5.327309 0.513 -0.208 1.130
H -7.517209 0.205885 -5.661827 -0.346 0.443 -0.023
H -6.328754 0.358195 -6.881654 0.466 -0.127 0.117
H -6.658578 2.555648 -5.821087 -0.368 0.118 0.295
H -5.087911 2.064526 -5.489607 0.306 -0.196 0.381
H -7.580804 1.630449 -3.768689 0.058 -0.230 0.641
H -6.342035 2.832888 -3.314225 0.082 -0.124 -0.011
H -3.689724 0.143769 -2.502387 -0.466 0.072 0.346
H -3.832706 1.903146 -2.413137 -0.659 0.063 0.135
H -3.807646 1.043621 -3.946768 -0.512 0.211 -0.080
C -0.032059 4.302886 -2.922927 -1.133 -0.916 -1.063
C -0.199210 2.880434 -3.640411 0.300 0.770 0.683
C 0.035321 2.950408 -5.150086 0.976 -0.657 0.685
N 0.397580 1.529567 -5.756497 0.494 1.676 0.891
C -0.727216 0.525897 -5.464999 0.835 0.132 -0.694
C -2.023142 0.824921 -6.248695 0.185 -0.770 -0.322
C -1.802714 0.873499 -7.769390 0.796 0.470 0.259
C -0.720252 1.927781 -8.049207 -0.589 -0.457 -0.221
C 0.612384 1.729207 -7.293683 -0.668 -1.512 0.530
C 1.737736 0.999022 -5.109783 -0.788 -0.524 -0.726
H -0.881443 4.884347 -3.281478 0.025 0.339 0.034
H 0.864835 4.867319 -3.178085 0.145 -0.419 -0.029
H -0.137860 4.264990 -1.838742 0.204 -0.364 -0.110
H -1.191118 2.457641 -3.480813 -0.307 0.373 0.241
H 0.435013 2.143207 -3.148118 0.453 0.108 -0.163
H 0.898683 3.583343 -5.355269 0.095 -0.184 -0.136
H -0.815700 3.391847 -5.668724 0.027 -0.446 -0.165
H -0.768467 0.414798 -4.381457 -0.499 0.640 0.101
H -0.313300 -0.443005 -5.744275 -0.062 -0.092 -0.618
H -2.486877 1.772840 -5.975751 0.169 0.113 0.288
H -2.758021 0.049101 -6.033888 0.065 -0.120 0.292
H -2.718531 1.159730 -8.286547 -0.055 0.216 0.197
H -1.487032 -0.014678 -8.316720 -0.046 -0.661 0.809
H -1.208235 2.885910 -7.870408 0.619 0.347 0.020
H -0.606901 1.808190 -9.126682 0.816 0.613 0.000
H 1.366282 2.476254 -7.542028 -0.194 0.299 0.646
H 1.094837 0.764865 -7.453013 -0.259 -0.074 -1.076
H 1.611618 0.490188 -4.154127 -0.669 0.852 0.421
H 2.534799 1.741220 -5.065837 -0.645 0.233 -0.127
H 2.111358 0.144335 -5.673727 -0.191 0.295 -0.858
C -0.184447 0.891265 6.510509 0.243 -1.244 0.064
C 1.265246 1.160597 6.034371 -2.052 1.940 0.518
C 1.392198 1.111624 4.513008 2.417 -1.224 1.428
N 2.885625 1.242895 4.112480 0.701 0.351 -1.140
C 3.496313 2.563567 4.685428 -0.370 -1.344 -0.443
C 4.777116 2.994349 4.023185 -0.162 0.378 -0.263
C 4.515975 3.228024 2.554530 0.774 0.823 -0.892
C 4.039368 1.997350 1.824818 -0.667 -1.691 0.963
C 2.788947 1.357336 2.536967 1.270 0.920 0.210
C 3.824649 0.072281 4.568487 -1.386 1.153 -0.891
H -0.582771 -0.016599 6.057515 0.023 -0.360 0.278
H -0.963747 1.627893 6.315139 0.535 0.478 -0.214
H -0.124340 0.778713 7.593016 -0.342 -0.213 -0.038
H 1.990851 0.675530 6.687312 -0.033 -0.756 -0.702
H 1.322600 2.178199 6.420758 0.745 0.511 -0.570
H 0.823427 1.855079 3.954541 0.126 -0.003 0.307
H 1.148989 0.109498 4.159902 -0.359 0.024 -0.121
H 2.651630 3.207499 4.440560 0.379 0.740 0.671
H 3.747916 2.382673 5.730443 -0.892 0.141 0.175
H 5.084077 3.921609 4.506981 -0.235 0.288 -0.042
H 5.630762 2.361856 4.266791 -0.144 -0.480 -0.273
H 3.860974 4.090419 2.430623 -0.513 -0.052 0.049
H 5.401813 3.595274 2.036342 0.231 -0.110 0.128
H 3.732123 2.143119 0.789219 -0.027 0.388 0.064
H 4.857892 1.278321 1.791300 0.108 -0.156 0.011
H 2.009847 2.078989 2.291348 -0.284 -0.043 0.577
H 2.439268 0.393647 2.166660 0.390 -0.077 0.058
H 3.434998 -0.831013 4.099099 0.160 -0.043 0.218
H 3.824818 0.034237 5.657828 -0.077 -0.091 -0.206
H 4.822102 0.310918 4.199391 -0.188 -0.108 0.008
N -0.071124 0.691390 1.324853 -0.753 -3.904 2.353
S 0.102682 0.857051 -0.143023 3.320 7.018 -11.357
O -1.070362 1.285422 -0.912668 0.736 -1.042 1.509
O 1.044782 0.077536 -0.974165 -1.534 0.040 2.379
F 0.916585 2.288199 -0.153770 -0.557 -1.179 1.107
S -0.773248 -0.817398 1.073283 -2.641 -3.015 1.785
O 0.097161 -1.970015 0.685299 -2.188 2.959 1.075
O -2.159900 -0.700998 0.579357 3.159 -0.838 0.564
F -1.030057 -1.030491 2.615595 0.274 -0.373 0.539
N 4.770576 1.887091 -3.830006 0.324 2.910 -8.544
S 4.608530 1.931893 -2.436157 -2.510 -2.855 13.264
O 3.297394 2.375737 -1.885059 3.061 0.138 -1.089
O 5.816488 2.379374 -1.696858 -2.364 -1.016 -1.079
F 4.403838 0.368083 -2.249747 0.926 0.142 0.728
S 4.498130 3.583888 -4.081318 2.626 6.559 -7.899
O 5.462779 4.547077 -3.602379 -1.563 -2.459 1.760
O 3.184540 4.057078 -4.438258 0.053 -2.080 1.967
F 5.089951 3.518978 -5.592393 -0.462 -1.251 0.978
N 2.264191 6.728103 1.308696 2.229 2.046 3.665
S 3.648247 7.623788 1.558816 0.807 5.360 4.898
O 4.086407 8.470674 0.494219 0.093 -1.991 -0.366
O 4.557369 7.288253 2.662201 -1.181 -1.619 -2.234
F 2.849166 8.748125 2.402606 -0.929 -0.083 0.324
S 2.719093 6.157633 0.010501 -0.183 -5.598 -6.760
O 4.039763 5.537139 -0.100155 -1.251 1.121 0.901
O 2.147070 6.723963 -1.152658 0.297 0.832 -0.380
F 1.767483 4.823710 0.096611 -0.242 -0.748 0.560
```
Positions in Å, forces in eV/Å.

Properties
2S+1: 2
Net charge: +6
Expectation value of S²: 0.763
HOMO energy (spin up / spin down) in eV: -18.25 / -18.25
Total energy in Ha: -6841.8725